Record 1
Density functional theory data (ωB97M-V with the def2-TZVPD basis set) for a 4-piece molecular cluster, C23H36IN2O7 overall.

The maximum force comes out at 0.826 eV/A. The highest occupied orbital energy comes out at -0.1675 Ha. The HOMO-LUMO gap is 7.015 eV. The value obtained for the lowest unoccupied orbital energy is 2.46 eV. Its charge is -1. Its spin multiplicity is 1. The energy is -1831.8095 Ha.

Geometry as XYZ:
```
69
Properties=species:S:1:pos:R:3:forces:R:3:nbo_charge:R:1
C 1.021 -1.797 0.655 -0.003 0.205 0.232 -0.660
C 0.807 -0.306 0.556 0.208 -0.011 0.104 0.076
C 1.898 0.469 0.159 0.122 -0.003 -0.070 -0.257
C 1.814 1.841 0.002 -0.109 0.092 -0.029 -0.203
C 0.610 2.473 0.273 -0.205 0.033 0.162 -0.225
C -0.464 1.718 0.702 -0.142 0.013 -0.030 -0.176
C -0.403 0.333 0.831 -0.046 0.026 -0.125 -0.058
C -1.658 -0.407 1.263 0.194 -0.226 0.140 -0.228
N -2.665 -0.711 0.238 0.083 0.374 -0.238 -0.533
C -2.272 -1.773 -0.682 -0.092 -0.283 0.071 -0.411
C -3.362 0.374 -0.368 0.056 -0.347 0.191 0.339
I -5.351 -0.418 -1.084 -0.096 -0.038 -0.062 -0.063
O -3.572 1.364 0.608 -0.142 0.209 -0.001 -0.422
N -4.535 1.052 1.566 0.212 -0.290 0.004 0.397
O -4.403 1.733 2.508 -0.113 0.206 0.067 -0.294
C -2.755 1.110 -1.639 -0.276 0.692 -0.358 0.692
O -1.659 0.667 -2.006 0.018 -0.164 -0.031 -0.739
O -3.457 2.045 -2.069 0.360 -0.365 0.284 -0.740
H 2.065 -1.993 0.903 0.009 -0.086 -0.156 0.213
H 0.763 -2.266 -0.292 0.127 -0.268 -0.006 0.234
H 0.431 -2.257 1.449 -0.074 -0.002 -0.108 0.199
H 2.845 -0.024 -0.039 -0.028 -0.047 0.009 0.191
H 2.670 2.416 -0.331 0.032 -0.053 0.008 0.197
H 0.455 3.538 0.160 0.231 0.064 -0.095 0.231
H -1.403 2.214 0.903 -0.016 0.044 0.028 0.220
H -1.364 -1.374 1.679 -0.133 0.000 -0.014 0.196
H -2.112 0.140 2.088 -0.102 0.056 -0.082 0.204
H -2.638 -1.580 -1.684 0.014 0.035 0.004 0.231
H -1.191 -1.871 -0.751 -0.041 0.115 -0.063 0.204
H -2.692 -2.728 -0.343 0.036 0.015 0.048 0.179
C 1.404 -3.446 -4.903 -0.037 0.026 -0.038 -0.430
C 1.467 -1.966 -4.522 0.067 -0.045 0.041 -0.430
C 0.505 -1.907 -3.343 -0.075 0.005 -0.029 -0.074
O 0.591 -3.194 -2.706 -0.023 -0.017 0.096 -0.547
C 1.292 -4.110 -3.535 0.049 0.110 0.004 -0.061
H 2.269 -3.793 -5.469 0.012 0.009 0.005 0.205
H 0.507 -3.643 -5.494 -0.005 -0.005 0.011 0.200
H 2.478 -1.705 -4.201 -0.001 0.006 0.003 0.195
H 1.180 -1.292 -5.327 -0.019 -0.006 -0.005 0.219
H -0.525 -1.745 -3.672 0.005 0.056 0.021 0.186
H 0.750 -1.130 -2.619 -0.054 -0.006 0.031 0.210
H 2.285 -4.292 -3.105 0.014 -0.037 -0.038 0.154
H 0.749 -5.057 -3.561 -0.013 0.002 0.015 0.175
C 2.343 -4.983 4.362 0.012 -0.032 -0.066 -0.431
C 3.840 -4.785 4.590 -0.015 0.021 0.074 -0.430
C 4.129 -3.594 3.684 -0.001 0.020 -0.092 -0.065
O 2.940 -2.807 3.657 -0.001 -0.101 0.032 -0.531
C 1.858 -3.546 4.230 0.045 0.076 0.058 -0.066
H 1.844 -5.523 5.166 0.005 0.009 0.014 0.213
H 2.174 -5.525 3.429 -0.007 0.005 -0.001 0.203
H 4.029 -4.521 5.633 0.005 0.004 -0.003 0.198
H 4.443 -5.658 4.344 -0.009 -0.005 -0.021 0.212
H 4.360 -3.919 2.663 0.032 -0.028 0.016 0.164
H 4.954 -2.977 4.044 -0.010 0.029 -0.016 0.181
H 1.627 -3.111 5.208 -0.072 -0.053 0.007 0.163
H 0.982 -3.453 3.589 0.018 0.069 -0.022 0.191
C -1.797 7.706 -0.157 0.009 0.021 -0.059 -0.430
C -2.601 6.820 -1.109 -0.020 -0.010 0.085 -0.430
C -1.549 5.817 -1.563 -0.042 -0.103 -0.076 -0.074
O -0.644 5.672 -0.463 0.125 0.038 0.041 -0.540
C -0.883 6.684 0.508 -0.101 -0.049 -0.007 -0.064
H -2.410 8.252 0.560 -0.013 -0.012 0.005 0.208
H -1.207 8.431 -0.724 0.010 -0.006 0.005 0.193
H -3.397 6.309 -0.565 0.002 -0.019 -0.016 0.211
H -3.050 7.361 -1.941 0.013 0.013 -0.003 0.210
H -0.991 6.190 -2.429 -0.021 0.021 -0.001 0.154
H -1.965 4.840 -1.811 0.019 -0.024 0.028 0.227
H -1.371 6.231 1.379 0.001 0.037 0.024 0.165
H 0.072 7.104 0.828 0.014 -0.013 -0.011 0.174
```
Positions in Å, forces in eV/Å.

Record 2
Density functional theory data (ωB97M-V with the def2-TZVPD basis set) for C35H47BF4N3O2PRh as an isolated structure.

The maximum force comes out at 0.939 eV/A. The highest occupied orbital energy (alpha / beta) comes out at -0.4090 / -0.4286 Ha. The HOMO-LUMO gap (alpha / beta) is 7.894 / 6.093 eV. The value obtained for the lowest unoccupied orbital energy (alpha / beta) is -3.23 / -5.57 eV. The value obtained for the energy relative to the best compared isomer or geometry (same formula, charge and spin) is 0.935 eV. Its charge is +1. Its spin multiplicity is 5. The expectation value of S² is 6.009. The energy is -2552.8720 Ha.

Geometry as XYZ:
```
94
Properties=species:S:1:pos:R:3:forces:R:3:lowdin_charge:R:1
Rh 1.746 0.519 0.157 -0.419 -0.133 0.462 1.312
C 6.216 0.216 -0.459 0.007 -0.043 0.004 -0.035
C 6.690 0.301 0.842 -0.025 0.019 0.012 -0.024
C 5.793 0.367 1.892 -0.037 -0.100 0.011 0.022
C 4.426 0.370 1.630 0.146 0.005 -0.063 -0.201
N 3.989 0.333 0.361 -0.090 0.253 0.009 -0.002
C 4.850 0.229 -0.651 0.063 -0.059 0.003 -0.119
C 3.384 0.414 2.678 -0.101 0.025 -0.072 -0.173
C 3.674 0.403 4.039 0.031 0.058 -0.021 -0.006
C 2.651 0.437 4.975 -0.047 -0.024 -0.017 -0.040
C 1.321 0.485 4.574 0.103 0.029 0.061 -0.050
C 1.009 0.469 3.223 -0.189 0.021 -0.162 -0.073
C 2.039 0.477 2.299 0.215 -0.135 0.380 -0.107
H 6.886 0.126 -1.302 -0.012 0.015 -0.004 0.115
H 7.754 0.308 1.039 -0.001 -0.032 0.004 0.121
H 6.151 0.399 2.909 0.013 0.019 -0.001 0.114
H 4.424 0.139 -1.644 -0.011 0.051 0.008 0.118
H 4.699 0.347 4.382 -0.011 0.012 0.017 0.112
H 2.892 0.400 6.029 0.006 0.025 -0.005 0.116
H 0.530 0.513 5.313 -0.001 -0.024 -0.010 0.115
H -0.027 0.461 2.901 0.036 -0.021 -0.021 0.088
O -0.464 0.393 0.073 0.788 0.484 0.162 -0.441
P -1.312 -0.821 -0.328 -0.337 -0.680 -0.295 0.887
C -1.870 -1.618 1.211 0.027 0.342 -0.269 -0.327
C -2.618 -2.951 1.044 -0.023 -0.088 0.104 -0.178
C -3.324 -3.290 2.358 -0.007 0.074 -0.053 -0.177
C -4.440 -2.278 2.671 0.060 0.047 -0.039 -0.179
C -4.128 -0.884 2.099 0.057 -0.093 0.051 -0.192
C -2.625 -0.622 2.124 -0.090 -0.034 -0.024 -0.188
C -0.210 -1.999 -1.173 -0.187 0.147 0.272 -0.338
C -0.834 -3.191 -1.929 -0.088 0.041 -0.106 -0.159
C -0.796 -2.976 -3.440 0.091 -0.030 0.057 -0.185
C 0.657 -2.863 -3.936 -0.031 0.033 0.066 -0.169
C 1.582 -2.175 -2.907 -0.015 -0.030 -0.089 -0.165
C 0.770 -1.217 -2.055 -0.045 0.042 0.019 -0.208
C -2.595 -0.231 -1.504 0.222 -0.005 0.445 -0.326
C -3.123 1.150 -1.080 -0.075 0.015 -0.168 -0.190
C -4.004 1.737 -2.184 -0.047 -0.091 0.108 -0.190
C -5.159 0.795 -2.517 0.101 -0.002 -0.074 -0.196
C -4.640 -0.588 -2.908 -0.010 0.055 0.128 -0.185
C -3.757 -1.182 -1.806 -0.083 0.009 -0.233 -0.190
H -0.890 -1.834 1.653 -0.024 -0.046 0.064 0.105
H -1.907 -3.737 0.789 -0.010 0.016 -0.049 0.119
H -3.362 -2.900 0.245 0.035 -0.022 0.007 0.099
H -2.577 -3.290 3.156 -0.009 -0.032 0.004 0.119
H -3.733 -4.299 2.310 0.018 -0.014 0.032 0.114
H -4.567 -2.206 3.753 -0.032 -0.016 -0.005 0.111
H -5.390 -2.630 2.265 -0.004 -0.004 0.016 0.110
H -4.654 -0.115 2.666 -0.022 0.003 -0.021 0.116
H -4.490 -0.815 1.070 -0.014 0.035 0.025 0.084
H -2.270 -0.752 3.151 0.035 0.020 -0.018 0.119
H -2.398 0.411 1.846 0.010 0.001 0.033 0.094
H 0.347 -2.408 -0.331 0.102 -0.030 -0.038 0.085
H -1.850 -3.380 -1.584 0.046 -0.071 -0.026 0.084
H -0.255 -4.085 -1.688 0.005 0.009 0.055 0.131
H -1.360 -2.075 -3.704 -0.006 -0.007 0.008 0.102
H -1.290 -3.810 -3.939 -0.035 0.038 -0.040 0.118
H 0.673 -2.311 -4.877 0.018 -0.023 -0.012 0.110
H 1.051 -3.858 -4.142 -0.013 -0.005 -0.042 0.115
H 2.383 -1.649 -3.430 0.013 -0.013 0.041 0.112
H 2.045 -2.915 -2.251 0.004 0.020 0.016 0.118
H 0.260 -0.479 -2.683 -0.003 0.004 -0.015 0.122
H 1.441 -0.617 -1.396 0.102 -0.429 -0.597 0.029
H -2.012 -0.105 -2.427 0.001 0.053 -0.026 0.119
H -2.291 1.819 -0.859 -0.012 0.005 0.023 0.091
H -3.717 1.045 -0.166 0.045 0.011 0.010 0.113
H -3.395 1.898 -3.081 -0.005 0.030 0.003 0.118
H -4.384 2.711 -1.871 0.014 0.008 -0.029 0.114
H -5.762 1.210 -3.327 -0.030 0.001 0.034 0.113
H -5.810 0.703 -1.642 -0.025 0.006 -0.018 0.119
H -4.058 -0.510 -3.833 -0.010 -0.023 -0.010 0.118
H -5.475 -1.261 -3.108 0.019 -0.020 -0.027 0.117
H -3.398 -2.162 -2.121 -0.016 0.016 0.040 0.097
H -4.365 -1.323 -0.910 0.036 -0.022 0.000 0.099
N 2.693 7.639 -0.367 -0.020 0.020 0.012 0.189
C 1.624 6.891 -0.012 0.036 0.131 0.013 -0.487
O 0.611 7.362 0.455 0.018 -0.045 0.003 0.088
C 1.734 5.395 -0.201 -0.062 -0.212 -0.003 -0.091
C 2.882 4.713 -0.585 -0.010 0.103 -0.038 0.014
C 2.843 3.338 -0.704 0.083 -0.062 -0.114 -0.103
N 1.738 2.625 -0.464 -0.189 0.227 0.186 -0.049
C 0.624 3.280 -0.092 -0.063 -0.025 -0.082 -0.089
C 0.588 4.650 0.048 0.018 0.118 -0.059 0.036
H 2.606 8.637 -0.263 0.007 0.018 -0.012 0.125
H 3.489 7.283 -0.860 -0.012 -0.038 -0.005 0.094
H 3.818 5.215 -0.789 -0.006 -0.006 0.010 0.116
H 3.724 2.789 -1.009 -0.006 -0.036 0.074 0.106
H -0.251 2.669 0.094 0.072 -0.028 0.011 0.090
H -0.317 5.157 0.350 0.008 -0.002 0.012 0.132
F 3.300 -3.146 1.992 -0.090 0.019 -0.071 0.166
B 2.180 -3.033 1.210 -0.098 0.031 0.107 -1.202
F 0.994 -2.975 1.951 0.132 0.004 -0.095 0.122
F 2.097 -3.965 0.189 0.003 0.095 0.107 0.148
F 2.274 -1.699 0.519 -0.044 -0.012 -0.152 -0.050
```
Positions in Å, forces in eV/Å.

Record 3
Density functional theory data (ωB97M-V with the def2-TZVPD basis set) for a single C2H3BrOS molecule in a non-equilibrium geometry.

The maximum force comes out at 4.637 eV/A. The highest occupied orbital energy (alpha / beta) comes out at -0.3638 / -0.3638 Ha. The HOMO-LUMO gap (alpha / beta) is 9.032 / 9.031 eV. The value obtained for the lowest unoccupied orbital energy (alpha / beta) is -0.87 / -0.87 eV. Its SMILES is OCC(=S)Br. The value obtained for the energy relative to the best compared isomer or geometry (same formula, charge and spin) is 1.396 eV. Its charge is 0. Its spin multiplicity is 1. The energy is -3125.3849 Ha.

Geometry as XYZ:
```
8
Properties=species:S:1:pos:R:3:forces:R:3:nbo_charge:R:1
O 0.245 1.366 -0.829 -1.857 -1.411 -2.400 -0.723
C 0.406 0.601 0.278 -4.191 -1.285 1.509 -0.051
C -0.333 -0.976 0.051 0.905 2.980 0.480 -0.304
S -1.309 -1.147 -1.212 0.448 -0.348 0.482 0.127
Br 0.013 -2.217 1.446 -0.108 0.399 -0.519 0.134
H -0.342 0.759 -1.462 1.276 1.800 1.316 0.469
H 1.389 0.514 0.501 3.231 -0.953 0.687 0.174
H -0.069 1.100 1.229 0.297 -1.183 -1.556 0.175
```
Positions in Å, forces in eV/Å.